1.
A structure of composition C42H63ClCsIN8O4SSe in a non-equilibrium geometry, computed with ωB97M-V/def2-TZVPD.

Structure (ORCA input):
```
! RIJCOSX wB97M-V def2-TZVPD def2/J DEFGRID3
* xyz -2 1
Cs 0.2025 0.0444 -0.6379
C -3.3343 3.9009 5.6664
C -3.6052 4.2175 4.1894
C -5.1099 4.1207 3.9372
C -3.1546 5.6520 3.8792
C -2.8180 3.2494 3.3113
C -3.4113 2.4196 2.3747
C -2.6043 1.5890 1.6091
N -1.2830 1.5389 1.7104
C -0.6880 2.3503 2.5927
C -1.4303 3.1934 3.4095
C 0.8104 2.3208 2.6379
C 1.5272 3.0867 3.5496
C 2.9158 3.0232 3.5874
C 3.5326 2.2076 2.6504
C 2.7430 1.5011 1.7560
N 1.4217 1.5455 1.7442
C 3.6824 3.7994 4.6544
C 5.1935 3.6088 4.5248
C 3.2484 3.2891 6.0367
C 3.3667 5.2955 4.5320
H -3.8928 4.5896 6.3050
H -2.2755 3.9964 5.9092
H -3.6415 2.8812 5.9048
H -5.6321 4.8235 4.5898
H -5.4869 3.1190 4.1513
H -5.3585 4.3712 2.9051
H -3.7123 6.3604 4.4968
H -3.3338 5.8917 2.8301
H -2.0917 5.7909 4.0806
H -4.4769 2.4121 2.1997
H -3.0530 0.9742 0.8369
H -0.9296 3.8393 4.1159
H 1.0092 3.7065 4.2664
H 4.6057 2.0926 2.6085
H 3.2075 0.8422 1.0281
H 5.4721 2.5600 4.6390
H 5.6990 4.1780 5.3080
H 5.5606 3.9628 3.5597
H 3.4427 2.2192 6.1265
H 2.1822 3.4479 6.2018
H 3.7990 3.8138 6.8218
H 3.6655 5.6738 3.5527
H 3.9064 5.8562 5.2992
H 2.3019 5.4939 4.6570
O -1.6461 -2.3734 2.3686
H -0.7292 -2.3520 2.7384
H -1.8236 -1.4336 2.2458
N -4.0488 0.7647 -1.3275
C -3.8400 1.7897 -1.8425
N -3.5477 2.9162 -2.4453
C -4.1730 3.9969 -2.0072
N -4.6774 4.9906 -1.6773
N 1.7798 1.6608 -4.1270
C 0.6517 2.0400 -3.4689
O 0.6657 2.3749 -2.2951
C -0.6794 1.9148 -4.1711
I -0.6983 2.6522 -6.1873
H 2.4351 1.1633 -3.5245
H 1.6206 1.1859 -5.0030
H -1.4646 2.4460 -3.6419
H -0.8901 0.8483 -4.2486
C 5.8849 -5.1104 5.3305
C 4.7549 -4.2048 4.9124
C 3.7167 -4.6605 4.1146
C 2.6630 -3.8369 3.7258
C 1.5772 -4.3970 2.8529
C 2.6259 -2.4952 4.1441
Se 1.1990 -1.3344 3.6552
C 3.6892 -2.0190 4.9411
C 3.7136 -0.5920 5.4074
C 4.7197 -2.8739 5.3107
H 5.7767 -6.0992 4.8824
H 5.9162 -5.2379 6.4159
H 6.8542 -4.7086 5.0235
H 3.7230 -5.6933 3.7756
H 1.7851 -5.4370 2.5916
H 1.4803 -3.8096 1.9370
H 0.6087 -4.3458 3.3573
H 3.4710 0.0839 4.5862
H 4.6938 -0.3390 5.8210
H 2.9470 -0.4182 6.1681
H 5.5283 -2.4826 5.9238
C -6.1769 -3.7878 -1.4247
C -6.3147 -3.2064 -0.0201
C -5.6087 -1.8677 0.2034
C -4.0907 -1.9386 0.3387
N -3.4399 -2.2284 -0.9283
C -2.5998 -3.2517 -1.2112
S -2.3994 -3.7569 -2.8077
N -1.9765 -3.8156 -0.1658
C -1.0386 -4.9144 -0.2849
C -1.6877 -6.2925 -0.3895
C -2.3460 -6.8069 0.8920
C -3.6420 -6.0940 1.2759
H -6.7789 -4.6942 -1.5270
H -5.1484 -4.0407 -1.6798
H -6.5255 -3.0706 -2.1715
H -5.9445 -3.9298 0.7152
H -7.3790 -3.0675 0.1960
H -5.9871 -1.4235 1.1297
H -5.8482 -1.1627 -0.5970
H -3.8177 -2.7028 1.0668
H -3.7453 -0.9768 0.7175
H -3.7578 -1.6903 -1.7207
H -1.9124 -3.2736 0.6939
H -0.4007 -4.8729 0.6021
H -0.4128 -4.7494 -1.1659
H -0.9056 -6.9961 -0.6897
H -2.4153 -6.2648 -1.2052
H -1.6319 -6.7359 1.7195
H -2.5594 -7.8725 0.7606
H -3.4604 -5.0637 1.5756
H -4.1355 -6.6008 2.1083
H -4.3341 -6.0755 0.4308
Cl 3.3736 -3.5514 -3.8072
C 1.7895 -2.9464 -3.2141
C 1.7431 -1.4378 -2.9450
O 2.7724 -0.8242 -2.6058
O 0.5819 -0.9592 -3.0151
H 1.5841 -3.4658 -2.2793
H 1.0320 -3.2164 -3.9417
*
```

Gap between HOMO and LUMO   5.622 eV
Energy   -162047.406 eV
Energy relative to the best compared isomer or geometry (same formula, charge and spin)   0.700 eV
LUMO energy   3.39 eV

---

2.
A structure of composition C42H64AsClO6PRuS2Se in a non-equilibrium geometry, computed with ωB97M-V/def2-TZVPD.

Structure (ORCA input):
```
! RIJCOSX wB97M-V def2-TZVPD def2/J DEFGRID3
* xyz 0 6
Ru -0.0960 -0.9013 0.8264
O 1.2242 0.5668 2.8505
H 0.4342 0.9721 3.2266
H 1.2934 -0.3126 3.2502
O -2.9618 0.0069 0.4174
Se -2.2831 -2.6430 1.6791
O -2.3433 -4.1279 2.3031
O -1.2690 -1.7084 2.6566
O -1.3224 -2.7005 0.2819
O 1.2811 0.9434 -0.1580
S 2.4306 1.7743 0.2617
C 3.2197 2.3021 -1.3568
C 3.6380 1.1592 -2.2080
C 2.6934 0.2796 -2.7291
C 3.0866 -0.8245 -3.4654
C 4.4305 -1.0523 -3.7154
C 5.3780 -0.1733 -3.2147
C 4.9859 0.9187 -2.4596
C 3.7038 0.5350 0.7704
C 4.8946 1.1383 1.4179
C 4.7256 1.9751 2.5171
C 5.8228 2.5090 3.1656
C 7.1041 2.2141 2.7265
C 7.2795 1.3957 1.6243
C 6.1819 0.8605 0.9716
H 4.0525 2.9369 -1.0685
H 2.4422 2.8931 -1.8364
H 1.6450 0.4456 -2.5458
H 2.3428 -1.5117 -3.8417
H 4.7370 -1.9072 -4.3024
H 6.4279 -0.3449 -3.4094
H 5.7275 1.6003 -2.0693
H 3.9498 -0.0462 -0.1178
H 3.1407 -0.0866 1.4779
H 3.7222 2.1843 2.8569
H 5.6852 3.1588 4.0168
H 7.9640 2.6199 3.2392
H 8.2749 1.1737 1.2701
H 6.3285 0.2147 0.1160
C 3.7552 -5.1025 1.4012
As 3.7490 -3.1713 1.1699
C 4.4472 -2.9272 -0.6480
C 5.1972 -2.5575 2.3544
S 1.9205 -2.3994 1.8549
H 4.7622 -5.5096 1.3131
H 3.1101 -5.5475 0.6437
H 3.3391 -5.3357 2.3822
H 5.3843 -3.4747 -0.7265
H 4.6232 -1.8826 -0.8935
H 3.7276 -3.3394 -1.3529
H 6.1016 -3.1277 2.1519
H 4.8774 -2.7238 3.3843
H 5.3961 -1.4936 2.2257
Cl 1.6382 -4.3827 -2.3108
C 0.2265 -3.8531 -3.1432
C -0.2184 -4.5823 -4.2214
C -1.3905 -4.2080 -4.8684
C -2.1340 -3.1362 -4.3786
C -1.6762 -2.3952 -3.3221
C -0.4321 -2.6780 -2.6849
C 0.1020 -1.8236 -1.7405
H 0.3376 -5.4451 -4.5582
H -1.7290 -4.7658 -5.7279
H -3.0822 -2.8973 -4.8403
H -2.2561 -1.5712 -2.9354
H -0.4249 -0.9041 -1.5189
H 1.0936 -1.9702 -1.3268
C -7.0309 -1.0755 0.2776
C -6.2471 -1.0631 -1.0433
C -4.7398 -0.9170 -0.8251
C -4.3944 0.0799 0.2800
C -5.0595 -0.2984 1.6135
C -6.1081 -1.3964 1.4476
P -1.7396 1.0107 0.6334
C -1.7424 2.2828 -0.7688
C -3.0080 3.0999 -1.0781
C -3.6849 2.6652 -2.3744
C -2.7633 2.8490 -3.5800
C -1.3179 2.4542 -3.2452
C -1.2596 1.5506 -2.0207
C -2.0098 2.0878 2.1581
C -2.0888 1.2002 3.4010
C -1.7003 2.0130 4.6392
C -2.2222 3.4538 4.5267
C -3.4774 3.4958 3.6625
C -3.1661 3.0940 2.2102
H -7.8392 -1.8076 0.2298
H -7.4869 -0.0966 0.4449
H -6.6019 -0.2419 -1.6706
H -6.4230 -1.9936 -1.5847
H -4.2634 -0.6019 -1.7568
H -4.2909 -1.8714 -0.5467
H -4.6959 1.0853 -0.0251
H -5.5177 0.5903 2.0560
H -4.2828 -0.6642 2.2884
H -6.6859 -1.4806 2.3693
H -5.6116 -2.3535 1.2760
H -0.9437 2.9670 -0.4590
H -2.7313 4.1525 -1.1775
H -3.7260 3.0326 -0.2650
H -4.5899 3.2587 -2.5131
H -3.9911 1.6234 -2.2969
H -2.7862 3.8930 -3.8958
H -3.1353 2.2451 -4.4103
H -0.7228 3.3463 -3.0382
H -0.8639 1.9458 -4.0972
H -0.2314 1.2319 -1.8452
H -1.8757 0.6642 -2.1899
H -1.0626 2.6454 2.1985
H -1.4701 0.3042 3.2979
H -3.1108 0.8348 3.5116
H -0.6152 2.0337 4.7742
H -2.1167 1.5295 5.5234
H -1.4629 4.1000 4.0807
H -2.4424 3.8432 5.5217
H -3.9036 4.5004 3.6686
H -4.2149 2.8170 4.0933
H -2.8918 3.9835 1.6403
H -4.0703 2.6640 1.7746
*
```

⟨S²⟩   8.803
Gap between HOMO and LUMO (spin up / spin down)   6.696 / 6.041 eV
Energy   -229122.558 eV
Energy relative to the best compared isomer or geometry (same formula, charge and spin)   1.320 eV
LUMO energy (spin up / spin down)   0.18 / -0.51 eV

---

3.
A cluster of 3 separate species, C42H65BCl3FN2O14S in total in a non-equilibrium geometry, computed with ωB97M-V/def2-TZVPD.

Structure (ORCA input):
```
! RIJCOSX wB97M-V def2-TZVPD def2/J DEFGRID3
* xyz 0 1
C 5.3701 0.6680 -5.9323
C 4.1144 0.6621 -5.0519
O 4.1728 1.6433 -4.0239
C 3.5587 1.1857 -2.8314
C 3.2833 2.3599 -1.8847
O 2.2163 2.1339 -0.9629
C 2.3253 0.9674 -0.2607
C 3.5075 0.5501 0.2945
C 3.6412 -0.6220 1.0071
C 5.0206 -0.9015 1.5820
Cl 4.9724 -1.4196 3.3060
C 5.9377 -1.8360 0.7035
C 6.0752 -3.2757 1.1944
Cl 5.3555 -1.8452 -1.0001
C 2.5195 -1.4174 1.1256
Cl 2.5647 -2.9539 1.9443
C 1.3302 -0.9961 0.5755
C 1.1754 0.1856 -0.1035
N -0.0589 0.6597 -0.6452
B -0.2264 0.3394 -2.0846
O 0.4367 1.1740 -3.0140
N -1.0333 -0.7660 -2.6000
C -1.8276 -0.3957 -3.7938
C -0.0479 -1.7806 -3.0645
C -1.2102 0.3900 0.1544
C -2.2198 1.3460 0.2891
C -2.0531 2.6742 -0.4558
C -3.2127 2.9027 -1.4777
C -2.7727 3.1181 -2.9556
O -3.3944 1.9139 -2.4290
C -3.3194 1.1116 1.0977
C -4.4044 2.1728 1.2531
C -5.5846 1.9460 0.3035
O -6.6297 2.5571 0.3604
O -5.3602 0.9632 -0.6008
C -3.4617 -0.0655 1.8195
C -4.6296 -0.3176 2.7457
C -4.4740 0.5476 4.0382
F -5.8619 0.0164 2.1825
C -2.4734 -1.0229 1.6722
C -2.5103 -2.3523 2.4055
C -1.5608 -2.3952 3.6143
O -0.7268 -1.5350 3.7880
O -1.7226 -3.4505 4.5024
C -1.3837 -0.7767 0.8641
S -0.1132 -2.0338 0.7329
H 6.2315 1.1219 -5.4381
H 5.1879 1.1323 -6.9050
H 5.6345 -0.3759 -6.1377
H 3.2071 0.8535 -5.6432
H 4.0028 -0.3380 -4.6081
H 4.2877 0.5175 -2.3403
H 2.6817 0.5662 -3.0473
H 3.0127 3.2241 -2.4975
H 4.2277 2.5931 -1.3769
H 4.3768 1.1898 0.1787
H 5.5266 0.0652 1.6112
H 6.9354 -1.3931 0.6808
H 6.4592 -3.3581 2.2106
H 6.8194 -3.7557 0.5445
H 5.1522 -3.8390 1.0376
H -0.1352 1.9358 -3.1565
H -1.8920 0.6773 -3.9766
H -2.8481 -0.7814 -3.6947
H -1.4182 -0.8428 -4.7096
H -0.5909 -2.6386 -3.4799
H 0.5758 -2.1506 -2.2436
H 0.5572 -1.3926 -3.9019
H -1.1339 2.7344 -1.0304
H -2.1706 3.5113 0.2424
H -4.0736 3.4720 -1.1341
H -1.6944 3.1392 -2.9169
H -3.4390 3.9520 -3.1506
H -4.7894 2.2224 2.2669
H -3.9786 3.1546 1.0291
H -5.9959 1.1403 -1.3125
H -4.7018 -1.3452 3.0918
H -4.6647 -0.0741 4.9198
H -5.1629 1.3933 4.0332
H -3.4515 0.9203 4.1552
H -2.2080 -3.1610 1.7268
H -3.5058 -2.6250 2.7584
H -2.1363 -3.0535 5.2812
C -8.6839 2.7243 -1.5637
O -9.2833 2.9919 -2.8185
C -10.6849 2.7803 -2.8278
C -11.4012 3.8442 -3.6354
O -11.4409 5.1256 -3.0229
C -10.2357 5.8781 -2.9708
C -9.7338 6.3656 -4.3155
O -9.1383 5.3091 -5.0529
C -9.3266 5.4330 -6.4449
H -8.6837 1.6474 -1.3620
H -7.6613 3.0808 -1.6010
H -9.2015 3.2537 -0.7580
H -11.0889 2.7653 -1.8098
H -10.8701 1.8020 -3.2913
H -12.4469 3.5368 -3.7207
H -11.0119 3.9020 -4.6527
H -9.4585 5.3382 -2.4285
H -10.4812 6.7610 -2.3753
H -8.9652 7.1325 -4.1527
H -10.5667 6.8100 -4.8718
H -10.3848 5.5739 -6.6918
H -8.9866 4.5090 -6.9107
H -8.7381 6.2674 -6.8437
C 6.7210 -5.5943 4.4019
O 7.9500 -4.8975 4.3610
C 7.9194 -3.6703 5.0752
C 9.2114 -3.4352 5.8315
O 9.3944 -4.2699 6.9661
C 9.6946 -5.6419 6.7432
C 11.0594 -5.9019 6.1375
O 11.0720 -5.5887 4.7532
C 12.3162 -5.0940 4.3105
H 5.9635 -5.0798 3.8008
H 6.8881 -6.5882 3.9888
H 6.3648 -5.7045 5.4317
H 7.0788 -3.6426 5.7765
H 7.7867 -2.8654 4.3402
H 9.1723 -2.4174 6.2288
H 10.0753 -3.4745 5.1666
H 8.9057 -6.1283 6.1682
H 9.6871 -6.0965 7.7369
H 11.2979 -6.9685 6.2400
H 11.8114 -5.3162 6.6780
H 12.6566 -4.2594 4.9337
H 12.1869 -4.7303 3.2920
H 13.0715 -5.8883 4.3089
*
```

Gap between HOMO and LUMO   8.487 eV
Structure (SMILES)   CCOCCOc1cc([C@@H](Cl)[C@@H](C)Cl)c(Cl)c2c1N(B(O)N(C)C)c1c(C[C@H]3CO3)c(CC(=O)O)c([C@@H](C)F)c(CC(=O)O)c1S2.COCCOCCOC.COCCOCCOC
Energy   -128045.624 eV
LUMO energy   0.38 eV

---

The highest energy belongs to which entry? C42H65BCl3FN2O14S

---

Which of these has the lowest energy? C42H64AsClO6PRuS2Se